#1
Computed, not measured: a single C5H6N2OS molecule, with the ωB97M-V functional and the def2-TZVPD basis.

```
15
Properties=species:S:1:pos:R:3:nbo_charge:R:1
C -1.702 -0.909 -0.561 -0.08
C -2.962 -0.364 -0.241 -0.08
C -1.457 1.066 0.404 0.17
C 0.623 -0.150 -0.334 0.45
C 2.832 0.350 0.472 -0.26
N -0.780 0.022 -0.197 -0.43
N -2.752 0.841 0.372 -0.44
O 1.440 0.617 0.408 -0.48
S 1.347 -1.439 -1.159 -0.16
H -1.514 -1.876 -1.140 0.26
H -3.948 -0.896 -0.311 0.22
H -0.838 1.988 0.640 0.22
H 3.492 0.637 -0.285 0.20
H 3.053 -0.702 0.563 0.21
H 3.166 0.813 1.371 0.20
```

**Highest occupied orbital energy**: -0.336 Ha
**E_LUMO**: -0.3 eV
**Orbital gap**: 8.83 eV
**SMILES string**: COC(=S)n1ccnc1

#2
Computed, not measured: a single C5H6N2OS molecule, with the ωB97M-V functional and the def2-TZVPD basis.

```
15
Properties=species:S:1:pos:R:3:nbo_charge:R:1
C -1.407 -1.332 0.049 -0.40
C -2.024 0.999 0.220 -0.53
C -0.320 -0.551 -0.270 0.05
C -0.722 0.828 -0.175 0.17
C 1.946 -0.893 0.208 0.52
N 0.940 -1.047 -0.721 -0.61
N 0.051 1.928 -0.511 -0.81
O 1.843 -0.175 1.202 -0.59
S -2.827 -0.450 0.469 0.46
H -1.512 -2.319 -0.127 0.21
H -2.210 1.842 0.727 0.22
H 2.832 -1.424 -0.011 0.13
H 0.873 -1.831 -1.228 0.39
H 1.035 1.640 -0.424 0.39
H -0.208 2.863 -0.129 0.39
```

**Highest occupied orbital energy**: -0.286 Ha
**E_LUMO**: 0.8 eV
**Orbital gap**: 8.54 eV
**SMILES string**: Nc1cscc1NC=O

Most stable structure, least stable structure: #2, #1.

#1
Computed, not measured: a single C2HF3O2 molecule, with the ωB97M-V functional and the def2-TZVPD basis.

```
8
Properties=species:S:1:pos:R:3:nbo_charge:R:1
C 0.703 0.957 -0.065 0.78
C 0.129 -0.455 -0.098 0.82
O 1.054 1.553 0.880 -0.45
O -1.443 -0.168 0.548 -0.76
F 0.740 1.471 -1.300 -0.31
F -0.034 -1.010 -1.276 -0.28
F 0.707 -1.306 0.726 -0.28
H -1.855 -1.041 0.585 0.47
```

**Highest occupied orbital energy**: -0.438 Ha
**E_LUMO**: -0.1 eV
**Orbital gap**: 11.84 eV
**SMILES string**: O=C(F)C(O)(F)F

#2
Computed, not measured: a single C2HF3O2 molecule, with the ωB97M-V functional and the def2-TZVPD basis.

```
8
Properties=species:S:1:pos:R:3:nbo_charge:R:1
C -0.276 0.208 -0.380 0.44
C -1.120 0.511 0.613 0.66
O 1.719 -0.955 -0.021 -0.44
O 1.090 0.283 -0.334 -0.26
F -0.736 -0.303 -1.559 -0.31
F -2.402 0.498 0.555 -0.27
F -0.763 0.922 1.867 -0.30
H 2.488 -1.163 -0.741 0.48
```

**Highest occupied orbital energy**: -0.374 Ha
**E_LUMO**: 0.4 eV
**Orbital gap**: 10.56 eV
**SMILES string**: OOC(F)=C(F)F

Most stable structure, least stable structure: #1, #2.